DFT (ωB97M-V/def2-TZVPD) results for one molecule with the formula C7H15NO at a distorted geometry.

Last column: Mulliken charge in e.
Positions of all 24 atoms, in Å:
O  2.3777  -1.0773  1.3414  -0.6295
N  2.5139  -0.6703  -0.8600  -0.3103
C  0.0286  1.0870  1.7159  -1.7259
C  -0.4401  -1.6202  -1.1189  -1.4783
C  -2.1907  0.2800  0.4021  -1.3863
C  -0.0480  -0.8870  0.1482  -0.0189
C  1.8027  -0.8841  0.2821  0.2113
C  -0.0858  1.5245  -0.7574  -1.7418
C  -0.3785  0.5319  0.3578  1.4576
H  1.1158  1.2045  1.7694  0.3865
H  -2.5381  1.0686  1.0711  0.4327
H  0.9523  1.8637  -0.7069  0.3637
H  -0.5237  -0.9579  -1.9813  0.2909
H  2.0750  -0.4252  -1.7315  0.2019
H  -0.2657  0.4131  2.5238  0.3750
H  -0.2878  -1.4918  1.0262  0.5744
H  -0.2607  1.1136  -1.7524  0.3313
H  0.2904  -2.3992  -1.3553  0.4259
H  -2.5906  0.4353  -0.6007  0.3543
H  3.5215  -0.7836  -0.8326  0.2490
H  -1.4032  -2.1222  -0.9862  0.3467
H  -2.5159  -0.6783  0.8089  0.3653
H  -0.4215  2.0698  1.8847  0.4595
H  -0.7275  2.4050  -0.6483  0.4649

Calculated values
spin multiplicity = 1
ΔE to the lowest compared entry with this formula, charge and spin = 153.1 kJ/mol
Kohn-Sham gap = 9.25 eV
E = -405.67900 hartree
net charge = 0
SMILES = C[C@@H](C(N)=O)C(C)(C)C
molecular weight = 129.20 g/mol